26
Properties=species:S:1:pos:R:3:lowdin_charge:R:1 method="wB97M-V/def2-TZVPD" total_charge=-1
O 1.16 2.32 0.84 -0.0542
H -1.45 -3.05 0.45 0.0258
H -0.36 1.37 -1.92 -0.0680
O 1.52 -0.69 1.11 -0.1691
H 1.16 -0.51 0.22 -0.0989
O -0.36 -2.55 -1.42 -0.1123
H -0.84 -3.03 -2.10 0.0382
H 0.38 -1.99 -1.91 0.1087
O 0.52 0.15 -0.95 -0.3901
H -1.23 -1.38 2.57 0.0651
H -1.93 2.41 1.67 -0.0578
O -0.35 2.22 -2.24 -0.0469
H 0.75 2.21 0.05 -0.0717
H -0.05 -0.56 -1.39 -0.0148
O -0.94 -2.26 2.16 -0.2153
H -0.69 2.50 2.62 0.0391
H -0.16 -1.96 1.35 0.1537
O -2.47 -2.97 0.49 -0.1519
H -2.39 -2.01 0.62 0.0160
H 1.53 0.30 1.44 0.0612
O 2.37 1.43 -2.16 -0.0531
H 1.90 0.71 -1.65 0.0067
H 1.66 1.57 -2.60 -0.1280
O -1.56 2.14 2.41 -0.0010
H 0.46 2.60 -1.93 -0.0002
H 2.12 2.56 0.55 0.1189



86
Properties=species:S:1:pos:R:3:lowdin_charge:R:1 method="wB97M-V/def2-TZVPD" total_charge=+1
Lu 0.01 -0.27 0.09 1.2278
C -1.66 0.01 1.79 -0.3343
C -1.83 1.13 0.92 -0.3187
C -2.34 -0.78 -0.29 -0.3122
C -1.99 -1.18 1.05 -0.3229
C -2.22 0.65 -0.37 -0.3273
C -1.22 0.06 3.22 -0.0383
H -0.76 1.03 3.46 0.0659
H -0.48 -0.72 3.43 0.0753
H -2.05 -0.09 3.92 0.1022
C -1.97 -2.57 1.59 -0.0268
H -1.39 -2.63 2.51 0.0817
H -1.53 -3.28 0.87 0.0562
H -2.99 -2.93 1.81 0.1028
C -2.81 -1.66 -1.39 -0.0165
H -3.88 -1.90 -1.29 0.1085
H -2.27 -2.61 -1.42 0.0637
H -2.68 -1.18 -2.37 0.0815
C -2.54 1.49 -1.55 -0.0387
H -3.63 1.64 -1.65 0.1034
H -2.20 1.02 -2.48 0.0698
H -2.08 2.48 -1.47 0.0681
C -1.60 2.57 1.25 -0.0339
H -2.55 3.07 1.51 0.1030
H -1.17 3.12 0.41 0.0727
H -0.94 2.69 2.12 0.0650
C 6.63 2.47 1.97 -0.1095
C 5.93 3.28 2.78 -0.1323
C 5.88 4.78 2.73 -0.1820
C 6.13 5.42 1.35 -0.2000
C 5.26 4.91 0.24 -0.0961
C 5.49 3.85 -0.56 -0.1420
C 6.69 2.96 -0.55 -0.1829
C 7.46 2.87 0.79 -0.1954
H 6.62 5.22 3.42 0.1244
H 7.19 5.36 1.10 0.0988
H 4.90 5.10 3.11 0.1092
H 8.00 3.81 0.96 0.0990
H 6.71 1.40 2.21 0.1034
H 5.45 2.86 3.67 0.0999
H 8.24 2.10 0.66 0.1164
H 6.37 1.95 -0.85 0.0997
H 4.80 3.65 -1.38 0.0925
H 7.42 3.28 -1.32 0.1253
H 5.90 6.50 1.45 0.1154
H 4.39 5.55 0.03 0.1057
P 2.32 0.73 1.20 0.7781
P 1.24 0.93 -2.01 0.7456
C 3.49 1.19 -0.17 -0.3807
C 3.05 0.78 -1.60 -0.3891
H 4.45 0.72 0.07 0.0852
H 3.66 2.28 -0.11 0.0546
H 3.57 1.39 -2.36 0.0843
H 3.30 -0.28 -1.78 0.0717
C 0.91 0.03 -3.56 -0.2475
H -0.08 0.34 -3.93 0.0536
H 0.86 -1.07 -3.38 0.0028
H 1.68 0.27 -4.30 0.0630
C 1.07 2.69 -2.42 -0.2575
H 1.88 3.00 -3.08 0.0565
H 1.10 3.28 -1.49 0.0430
H 0.09 2.85 -2.90 0.0460
C 3.22 -0.56 2.17 -0.2630
H 2.51 -0.97 2.91 0.0454
H 4.08 -0.11 2.69 0.0547
H 3.54 -1.38 1.51 0.0317
C 2.31 2.10 2.40 -0.2541
H 1.72 2.93 2.00 0.0424
H 3.33 2.45 2.64 0.0306
H 1.81 1.75 3.31 0.0509
O 0.17 -4.65 -4.81 -0.2642
S -0.56 -4.08 -3.71 0.6555
O -1.87 -3.53 -3.93 -0.2805
N 0.35 -3.01 -2.81 -0.1058
C 0.59 -3.42 -1.57 -0.7438
S 1.42 -2.41 -0.45 0.5879
C 0.03 -4.75 -1.26 -0.2255
C -0.12 -5.47 -0.07 -0.0297
C -0.96 -6.59 -0.02 -0.0488
C -1.64 -7.03 -1.17 -0.0404
C -1.49 -6.33 -2.37 -0.0223
C -0.64 -5.23 -2.39 -0.2322
H 0.40 -5.15 0.83 0.1115
H -1.12 -7.13 0.91 0.1133
H -2.27 -7.92 -1.14 0.1178
H -2.04 -6.59 -3.27 0.1319



330
Properties=species:S:1:pos:R:3:lowdin_charge:R:1 method="wB97M-V/def2-TZVPD" smiles=CC1(C)CCCC(C)(C)N1O.CC1(C)CCCC(C)(C)N1O.CC1(C)CCCC(C)(C)N1O.CC1(C)CCCC(C)(C)N1O.CC1(C)CCCC(C)(C)N1O.CC1(C)CCCC(C)(C)N1O.CC1(C)CCCC(C)(C)N1O.CC1(C)CCCC(C)(C)N1O.CC1(C)CCCC(C)(C)N1O.CC1(C)CCCC(C)(C)N1O.CC1(C)CCCC(C)(C)N1O
C 3.44 -4.10 7.83 -0.0168
C 2.31 -4.30 6.75 -0.4659
C 1.09 -3.31 6.81 -0.1122
C 1.45 -1.90 6.37 -0.1690
C 1.87 -2.02 4.91 -0.1297
C 3.10 -2.98 4.70 -0.4576
N 2.69 -4.26 5.31 -0.0699
O 3.83 -5.11 5.23 -0.0539
C 3.37 -3.25 3.21 -0.0062
C 4.32 -2.32 5.39 -0.0136
C 1.72 -5.69 7.10 -0.0431
H 4.16 -4.89 7.80 0.0685
H 2.89 -4.05 8.81 0.1013
H 3.99 -3.19 7.75 0.0454
H 0.35 -3.74 6.19 0.0765
H 0.70 -3.30 7.84 0.1256
H 2.18 -1.35 6.92 0.1053
H 0.63 -1.26 6.35 0.0545
H 2.05 -1.01 4.54 0.1189
H 1.07 -2.46 4.35 0.1021
H 3.87 -2.33 2.80 0.1061
H 3.99 -4.13 3.14 0.0534
H 2.49 -3.37 2.62 0.0522
H 4.03 -1.85 6.30 0.0549
H 5.12 -3.01 5.54 0.0870
H 4.70 -1.52 4.86 0.0409
H 2.45 -6.51 6.90 0.0910
H 0.76 -5.88 6.54 0.0939
H 1.54 -5.74 8.15 0.0609
H 3.50 -5.71 4.52 0.0826
C 2.45 4.71 -2.98 -0.0192
C 3.32 4.49 -4.22 -0.5519
C 2.88 3.26 -4.90 -0.1781
C 1.70 3.18 -5.83 -0.1398
C 1.84 4.48 -6.78 -0.1085
C 2.02 5.80 -6.04 -0.4915
N 3.23 5.64 -5.15 -0.0915
O 3.47 6.83 -4.39 -0.0528
C 2.31 6.86 -7.12 -0.0498
C 0.79 6.27 -5.24 -0.0293
C 4.80 4.40 -3.93 -0.0388
H 2.28 5.78 -2.87 0.0805
H 2.90 4.25 -2.11 0.0675
H 1.50 4.23 -3.16 0.0570
H 3.75 2.95 -5.54 0.1321
H 2.65 2.51 -4.11 0.1184
H 0.75 3.25 -5.30 0.0977
H 1.75 2.27 -6.43 0.0862
H 0.89 4.50 -7.45 0.1241
H 2.67 4.31 -7.46 0.1127
H 3.32 6.73 -7.57 0.0963
H 1.55 6.77 -7.91 0.0848
H 2.30 7.90 -6.88 0.0647
H 0.92 7.19 -4.65 0.0841
H -0.06 6.47 -5.89 0.0732
H 0.47 5.57 -4.41 0.0739
H 5.03 3.48 -3.33 0.1008
H 5.22 5.24 -3.36 0.0833
H 5.34 4.33 -4.88 0.0870
H 4.18 7.24 -4.96 0.1334
C -1.72 3.21 -7.96 -0.0303
C -2.89 2.80 -7.09 -0.5593
C -2.82 1.30 -6.74 -0.1342
C -3.68 0.89 -5.61 -0.1881
C -3.26 1.71 -4.39 -0.1332
C -3.61 3.18 -4.64 -0.4611
N -2.77 3.56 -5.88 -0.0580
O -3.09 4.92 -6.25 -0.0286
C -5.09 3.36 -4.91 -0.0349
C -3.17 4.12 -3.52 -0.0384
C -4.12 3.10 -7.89 -0.0447
H -1.31 2.40 -8.62 0.1068
H -0.95 3.50 -7.28 0.0446
H -1.91 4.02 -8.66 0.0827
H -3.04 0.68 -7.60 0.1194
H -1.78 1.09 -6.51 0.1069
H -3.54 -0.15 -5.28 0.1076
H -4.74 1.01 -5.91 0.1113
H -2.21 1.60 -4.26 0.0988
H -3.79 1.30 -3.53 0.1123
H -5.29 4.20 -5.56 0.0789
H -5.68 2.52 -5.24 0.0675
H -5.60 3.62 -4.00 0.0734
H -3.57 5.14 -3.64 0.0911
H -3.48 3.69 -2.56 0.0832
H -2.05 4.09 -3.48 0.0883
H -5.13 2.83 -7.50 0.0876
H -4.03 2.58 -8.88 0.1032
H -4.06 4.18 -8.02 0.0782
H -2.36 5.37 -5.88 0.0678
C -8.16 -0.13 -0.82 -0.0401
C -6.92 -0.91 -0.37 -0.4911
C -7.34 -2.27 0.29 -0.1152
C -6.15 -3.25 0.36 -0.1720
C -5.59 -3.43 -1.06 -0.1395
C -5.04 -2.17 -1.69 -0.5260
N -6.19 -1.25 -1.68 -0.0335
O -5.65 0.02 -2.22 -0.0616
C -3.72 -1.63 -1.12 -0.0187
C -4.77 -2.36 -3.19 -0.0368
C -6.11 -0.10 0.59 -0.0449
H -8.66 -0.67 -1.60 0.0769
H -7.89 0.85 -1.19 0.0692
H -8.87 0.01 0.05 0.1077
H -7.90 -2.15 1.19 0.1038
H -8.16 -2.73 -0.36 0.1357
H -6.49 -4.17 0.84 0.1147
H -5.24 -2.91 0.91 0.0754
H -6.40 -3.84 -1.68 0.1253
H -4.84 -4.18 -1.03 0.1045
H -3.63 -0.57 -1.28 0.0667
H -3.77 -1.80 -0.01 0.0672
H -2.79 -2.11 -1.55 0.0876
H -4.02 -3.17 -3.28 0.0925
H -5.76 -2.50 -3.78 0.1230
H -4.32 -1.49 -3.62 0.0406
H -5.19 -0.65 0.91 0.0752
H -6.66 0.17 1.46 0.0771
H -5.73 0.82 0.18 0.0812
H -6.26 0.30 -2.88 0.0797
C -3.63 7.81 3.12 -0.0170
C -2.17 7.30 2.73 -0.5028
C -2.04 5.88 3.26 -0.1447
C -0.73 5.22 2.81 -0.1678
C -0.74 5.22 1.28 -0.1400
C -0.96 6.57 0.55 -0.4554
N -2.17 7.21 1.26 -0.0753
O -2.29 8.50 0.65 -0.0409
C 0.26 7.47 0.61 -0.0357
C -1.33 6.24 -0.93 -0.0247
C -1.17 8.31 3.26 -0.0333
H -3.94 7.33 4.02 0.0603
H -4.41 7.66 2.31 0.1040
H -3.57 8.88 3.28 0.0692
H -2.10 5.92 4.35 0.1189
H -2.81 5.24 2.79 0.1171
H -0.59 4.24 3.24 0.0934
H 0.16 5.75 3.12 0.0876
H -1.56 4.59 0.91 0.1055
H 0.16 4.72 0.91 0.0923
H 0.61 7.44 1.66 0.0489
H 1.15 7.14 -0.04 0.1080
H 0.05 8.52 0.33 0.0871
H -1.41 7.09 -1.57 0.0662
H -0.50 5.64 -1.36 0.0823
H -2.19 5.63 -0.98 0.0566
H -1.35 8.57 4.27 0.0693
H -1.19 9.22 2.67 0.0873
H -0.12 7.92 3.23 0.0774
H -3.23 8.68 0.78 0.0837
C 2.88 -1.66 -8.59 -0.0204
C 2.69 -1.26 -7.06 -0.5268
C 1.36 -0.63 -6.85 -0.1252
C 1.06 -0.43 -5.31 -0.1412
C 0.97 -1.85 -4.74 -0.1363
C 2.32 -2.57 -4.95 -0.4979
N 2.66 -2.52 -6.39 -0.0982
O 3.90 -3.26 -6.48 -0.0261
C 3.43 -2.02 -4.05 -0.0180
C 2.05 -4.02 -4.65 -0.0448
C 3.95 -0.40 -6.75 -0.0152
H 3.92 -1.76 -8.90 0.0736
H 2.51 -0.79 -9.14 0.0790
H 2.35 -2.58 -8.76 0.0762
H 1.29 0.34 -7.36 0.0997
H 0.57 -1.22 -7.37 0.1342
H 0.22 0.16 -5.14 0.0738
H 1.95 0.06 -4.81 0.1051
H 0.14 -2.41 -5.17 0.1252
H 0.65 -1.75 -3.71 0.0830
H 4.40 -2.40 -4.41 0.0995
H 3.46 -0.96 -4.03 0.0499
H 3.36 -2.38 -3.03 0.0670
H 1.39 -4.22 -3.83 0.0720
H 1.65 -4.51 -5.54 0.0896
H 2.95 -4.64 -4.38 0.0804
H 4.81 -1.01 -7.03 0.0819
H 4.10 -0.22 -5.74 0.0322
H 3.94 0.52 -7.35 0.0922
H 3.65 -4.00 -7.04 0.1047
C -3.58 1.95 3.03 -0.0239
C -4.04 2.11 4.46 -0.5155
C -4.97 0.92 4.93 -0.1069
C -4.15 -0.39 5.04 -0.1673
C -3.03 -0.20 6.10 -0.1117
C -2.14 1.01 5.82 -0.4959
N -3.02 2.19 5.48 -0.0467
O -2.05 3.28 5.17 -0.0498
C -1.30 1.43 7.04 -0.0326
C -1.18 0.68 4.66 -0.0245
C -4.92 3.39 4.58 -0.0219
H -3.00 2.81 2.67 0.0777
H -4.44 1.95 2.35 0.0887
H -2.99 1.09 2.81 0.0418
H -5.36 1.08 5.89 0.0957
H -5.85 0.82 4.30 0.1158
H -3.83 -0.73 4.03 0.0924
H -4.76 -1.17 5.43 0.0881
H -2.48 -1.11 6.27 0.1091
H -3.58 0.06 7.02 0.1266
H -0.70 0.58 7.44 0.0888
H -0.61 2.15 6.73 0.0481
H -1.93 1.89 7.86 0.1097
H -0.59 1.48 4.22 0.0761
H -0.49 -0.15 4.96 0.0832
H -1.73 0.22 3.82 0.0578
H -4.98 3.62 5.62 0.0738
H -5.95 3.37 4.13 0.1002
H -4.27 4.10 3.99 0.0704
H -2.49 3.98 5.69 0.0934
C 3.23 4.71 2.91 -0.0454
C 4.10 3.98 1.94 -0.5351
C 5.23 4.87 1.47 -0.1105
C 6.55 4.20 0.92 -0.1536
C 6.93 3.15 1.90 -0.1509
C 5.80 2.14 2.15 -0.5282
N 4.67 2.88 2.72 -0.0684
O 3.61 1.95 3.01 -0.0513
C 5.44 1.23 0.94 -0.0168
C 6.21 1.16 3.22 -0.0638
C 3.22 3.45 0.81 -0.0285
H 2.91 5.73 2.63 0.0834
H 3.74 4.86 3.91 0.1102
H 2.29 4.15 3.11 0.0906
H 4.72 5.54 0.75 0.1312
H 5.47 5.52 2.29 0.1050
H 7.28 5.02 0.79 0.1227
H 6.29 3.68 0.03 0.0904
H 7.21 3.66 2.88 0.1502
H 7.75 2.52 1.57 0.1128
H 4.58 0.56 1.18 0.0801
H 5.09 1.88 0.16 0.0391
H 6.26 0.55 0.56 0.1102
H 7.18 0.71 2.96 0.0864
H 6.41 1.55 4.23 0.0958
H 5.48 0.31 3.26 0.0778
H 2.47 4.18 0.51 0.0790
H 2.71 2.64 1.21 0.0285
H 3.74 3.14 -0.08 0.0653
H 3.61 1.90 3.97 0.1054
C -2.76 -4.79 5.65 -0.0331
C -3.70 -5.03 4.39 -0.4473
C -4.10 -3.70 3.67 -0.1240
C -3.07 -3.21 2.65 -0.1820
C -2.83 -4.33 1.61 -0.1361
C -2.24 -5.58 2.23 -0.5038
N -3.20 -5.99 3.34 -0.0606
O -2.67 -7.13 4.06 -0.0642
C -2.18 -6.71 1.20 -0.0151
C -0.88 -5.28 2.85 -0.0178
C -4.95 -5.77 4.99 -0.0568
H -1.84 -4.17 5.44 0.0629
H -2.42 -5.72 6.15 0.0815
H -3.33 -4.18 6.36 0.0706
H -5.06 -3.80 3.13 0.1139
H -4.23 -2.90 4.42 0.0888
H -2.19 -2.92 3.23 0.1023
H -3.50 -2.29 2.19 0.0944
H -2.16 -4.05 0.80 0.0911
H -3.81 -4.56 1.20 0.1040
H -3.13 -6.88 0.65 0.0952
H -1.35 -6.54 0.53 0.0696
H -1.92 -7.67 1.74 0.0904
H -0.59 -6.22 3.35 0.0913
H -0.08 -4.99 2.16 0.0621
H -1.00 -4.54 3.66 0.0585
H -5.52 -5.32 5.90 0.1060
H -4.63 -6.76 5.40 0.0792
H -5.68 -5.94 4.20 0.0665
H -2.83 -7.90 3.50 0.0924
C 1.83 -1.47 -0.75 0.0002
C 0.40 -1.23 -0.17 -0.4600
C 0.56 -0.79 1.31 -0.1374
C 0.97 0.63 1.46 -0.2072
C 0.02 1.57 0.80 -0.1231
C -0.12 1.26 -0.67 -0.4884
N -0.45 -0.17 -0.80 -0.0221
O -0.60 -0.52 -2.22 -0.0428
C -1.33 2.06 -1.26 -0.0084
C 1.14 1.70 -1.40 -0.0158
C -0.40 -2.51 -0.20 -0.0434
H 2.12 -2.48 -0.43 0.0794
H 2.60 -0.78 -0.46 0.0664
H 1.79 -1.45 -1.83 0.0491
H -0.36 -1.00 1.88 0.1185
H 1.32 -1.38 1.79 0.0988
H 2.02 0.68 1.07 0.0976
H 1.11 0.83 2.54 0.1099
H 0.46 2.59 0.86 0.1102
H -0.95 1.42 1.25 0.1154
H -2.30 1.61 -1.01 0.0964
H -1.27 3.09 -1.02 0.0510
H -1.29 2.02 -2.35 0.0516
H 2.05 1.20 -1.01 0.0784
H 1.15 1.30 -2.46 0.0941
H 1.31 2.75 -1.46 0.0523
H 0.12 -3.32 0.35 0.0823
H -0.56 -2.84 -1.24 0.0945
H -1.37 -2.36 0.28 0.0536
H -1.54 -0.71 -2.25 0.0581
C 3.00 -7.74 -1.64 -0.0199
C 3.85 -6.75 -0.86 -0.5032
C 3.08 -5.56 -0.26 -0.1336
C 2.37 -5.96 1.01 -0.1604
C 3.37 -6.59 2.01 -0.1253
C 4.15 -7.79 1.52 -0.5017
N 4.72 -7.29 0.21 -0.0798
O 5.51 -8.32 -0.29 -0.0204
C 5.33 -8.11 2.44 -0.0150
C 3.29 -9.00 1.36 -0.0297
C 4.80 -6.19 -1.93 -0.0476
H 3.68 -8.55 -1.86 0.0837
H 2.63 -7.31 -2.55 0.0775
H 2.16 -8.14 -1.09 0.0651
H 3.72 -4.77 0.01 0.1046
H 2.41 -5.22 -1.06 0.1198
H 1.53 -6.61 0.72 0.1067
H 1.91 -5.09 1.50 0.0720
H 2.88 -6.87 2.93 0.1164
H 3.98 -5.79 2.34 0.0742
H 4.96 -8.32 3.44 0.0927
H 5.77 -8.98 2.06 0.0636
H 6.09 -7.39 2.50 0.0753
H 3.82 -9.76 0.79 0.0959
H 3.07 -9.46 2.34 0.1001
H 2.31 -8.80 0.98 0.0636
H 5.29 -7.00 -2.46 0.0794
H 5.63 -5.57 -1.61 0.0856
H 4.30 -5.59 -2.71 0.0753
H 6.37 -7.98 -0.24 0.0847



19
Properties=species:S:1:pos:R:3:lowdin_charge:R:1 method="wB97M-V/def2-TZVPD" smiles="CNC(=S)N(C)c1cnns1"
C -2.37 -0.38 -1.23 -0.2055
C -1.28 0.29 -0.60 -0.5030
C 1.04 1.04 -0.21 -0.8347
C 0.40 0.76 2.16 -0.1457
C 0.54 -0.91 -1.67 -0.0713
N -3.54 0.17 -1.10 -0.0913
N -3.49 1.23 -0.43 -0.3841
N 0.98 1.35 1.07 -0.0963
N 0.03 -0.03 -0.57 -0.1558
S 1.90 1.79 -1.38 0.7012
S -1.98 1.76 0.04 1.0251
H -2.30 -1.18 -1.89 0.0804
H -0.31 1.45 2.82 0.1336
H -0.06 -0.10 1.78 0.0517
H 1.25 0.31 2.89 0.1395
H 0.82 -0.22 -2.48 0.0365
H 1.53 -1.32 -1.52 0.0812
H -0.19 -1.60 -2.12 0.0846
H 1.62 2.13 1.31 0.1538



HNS3 as an isolated structure at a distorted geometry. Source: the OMol25 dataset; level of theory: ωB97M-V/def2-TZVPD.

XYZ file:
```
5
Properties=species:S:1:pos:R:3:lowdin_charge:R:1
N -0.13 0.87 -0.17 -0.8025
S 1.30 -0.19 -0.34 0.3521
S -1.38 -0.40 -0.08 0.3777
S 0.13 -1.90 0.11 0.0631
H 0.07 1.62 0.49 0.0096
```



| no. | HOMO (eV) | Kohn-Sham gap (hartree) | E_LUMO (Ha) |
| --- | --- | --- | --- |
| 1 | -5.65 | 0.327 | 0.119 |
| 2 | -11.27 | 0.305 | -0.109 |
| 3 | -8.42 | 0.327 | 0.017 |
| 4 | -8.55 | 0.323 | 0.009 |
| 5 | -7.73 | 0.255 | -0.029 |